ORCA calculation (ωB97M-V with the def2-TZVPD basis set) on a molecular structure, C39H53IrN4PSbSi3.

Spin multiplicity: 1
Net charge: +2
DFT total energy (Eh): -3291.05463
HOMO level (eV): -12.83
Energy above the lowest of the compared OMol25 structures with the same formula, charge and spin (kcal per mole): 0.0
LUMO energy (eV): -6.63
HOMO-LUMO gap (eV): 6.19
Largest force on an atom (eV Å⁻¹): 0.1

Each line ends with the Mulliken charge.
Geometry (Å):
Ir 0.1151 0.0404 0.5484  2.098
N 1.1714 -2.2496 -1.1483  0.516
P -0.3984 -1.6366 -0.9010  1.068
C -0.9271 -1.0718 -2.5364  0.967
C -2.1136 -0.3520 -2.6519  0.904
C -2.5735 0.0456 -3.8957  -0.775
C -1.8408 -0.2595 -5.0353  -0.971
C -0.6512 -0.9642 -4.9266  -0.932
C -0.1959 -1.3753 -3.6821  -0.863
C -1.3688 -3.1191 -0.5907  0.497
C -2.7580 -3.0229 -0.6888  -0.352
C -3.5503 -4.1286 -0.4302  -0.712
C -2.9633 -5.3394 -0.0866  -0.703
C -1.5828 -5.4439 -0.0036  -0.962
C -0.7841 -4.3363 -0.2463  -0.094
C 2.2305 -1.3652 -1.1420  0.122
C 3.4740 -1.7082 -1.6790  -1.088
C 4.4878 -0.7805 -1.6494  -0.590
C 4.2522 0.4805 -1.0974  -1.135
C 3.0084 0.7409 -0.5866  -0.301
N 2.0069 -0.1618 -0.5919  0.077
H 1.3137 -3.1053 -1.6658  0.521
H -2.6767 -0.0894 -1.7661  -0.995
H -3.5014 0.5958 -3.9785  0.485
H -2.1965 0.0527 -6.0080  0.452
H -0.0782 -1.2018 -5.8128  0.486
H 0.7372 -1.9208 -3.6262  0.384
H -3.2264 -2.0904 -0.9750  0.058
H -4.6263 -4.0488 -0.5063  0.491
H -3.5837 -6.2040 0.1077  0.445
H -1.1240 -6.3905 0.2492  0.467
H 0.2884 -4.4349 -0.1576  0.345
H 3.6210 -2.6890 -2.1107  0.544
H 5.4577 -1.0265 -2.0601  0.471
H 5.0194 1.2398 -1.0716  0.500
H 2.7706 1.7047 -0.1602  0.367
C -2.0240 0.6174 3.6268  -1.127
Sb -2.3521 0.1753 1.5433  -1.292
C 0.4737 -0.8763 2.2035  1.159
C 1.2144 0.2266 2.8583  0.155
C 1.9315 0.3242 4.0311  -0.619
C 2.6277 1.5119 4.2730  -0.935
C 2.5880 2.5333 3.3470  -1.430
C 1.8314 2.3682 2.1865  -0.562
N 1.1593 1.2556 1.9745  0.749
Si 0.1855 -2.5738 3.0640  0.298
C -1.5840 -3.1119 2.8376  -0.520
C 0.4775 -2.5209 4.9082  -1.420
C 1.5107 -3.6365 2.2756  -0.949
C -2.7331 2.1514 0.6514  2.821
C -1.8911 2.3121 -0.5805  -2.370
C -2.3374 3.1880 -1.5832  -0.662
C -1.5967 3.4464 -2.7126  -1.217
C -0.3728 2.8097 -2.8619  -1.238
C 0.0141 1.9364 -1.8778  -0.118
N -0.6989 1.6721 -0.7614  1.043
Si -2.5353 3.7362 1.7418  0.258
C -2.7418 5.2961 0.7220  -1.329
C -3.7443 3.7616 3.1669  -1.034
C -0.8185 3.9640 2.4483  -1.017
Si -4.6513 1.9891 0.3193  0.628
C -4.9994 0.8768 -1.1452  -0.880
C -5.4399 1.1740 1.8222  -1.300
C -5.5840 3.5810 -0.0141  -1.240
H -1.5576 -0.2565 4.0847  0.009
H -2.9946 0.7556 4.1009  0.627
H -1.4046 1.4908 3.8107  0.327
H 1.9630 -0.4925 4.7341  0.381
H 3.2026 1.6243 5.1824  0.517
H 3.1264 3.4566 3.5068  0.514
H 1.7686 3.1436 1.4357  0.708
H -2.2061 -2.5836 3.5656  0.411
H -1.6478 -4.1761 3.0806  0.453
H -2.0173 -2.9717 1.8510  0.048
H -0.0520 -1.7086 5.4105  0.431
H 1.5298 -2.4867 5.1922  0.431
H 0.0798 -3.4547 5.3162  0.436
H 1.6442 -3.4319 1.2144  0.006
H 1.2710 -4.6952 2.3993  0.385
H 2.4654 -3.4581 2.7753  0.416
H -3.2860 3.6824 -1.4417  0.357
H -1.9655 4.1316 -3.4647  0.516
H 0.2579 2.9654 -3.7250  0.592
H 0.9371 1.3891 -1.9889  0.118
H -3.6847 5.3992 0.1902  0.329
H -1.9283 5.4254 0.0058  0.360
H -2.6777 6.1300 1.4274  0.477
H -4.7919 3.7521 2.8689  0.344
H -3.5725 4.6985 3.7043  0.502
H -3.5869 2.9518 3.8793  0.319
H -0.1056 4.1336 1.6398  0.132
H -0.4572 3.1665 3.0925  0.223
H -0.8450 4.8818 3.0424  0.597
H -4.6545 -0.1482 -0.9967  0.157
H -4.5924 1.2626 -2.0809  0.036
H -6.0856 0.8309 -1.2606  0.689
H -5.4982 0.0914 1.6938  0.322
H -6.4646 1.5414 1.9209  0.477
H -4.9438 1.3770 2.7716  0.408
H -5.2966 4.1001 -0.9290  0.413
H -5.5554 4.2954 0.8076  0.392
H -6.6296 3.2835 -0.1388  0.495